[1]
The ion CF2NO3S with charge -1 in a non-equilibrium geometry, computed with ωB97M-V/def2-TZVPD.

Each line ends with the Mulliken charge.
Atoms and positions in Å:
O1 -1.48353 -0.23149 1.38852  -0.55
S1 -0.73915 -0.35983 0.13573  1.07
O2 -0.94313 -1.55690 -0.67706  -0.54
F1 -1.35988 0.93122 -0.73147  -0.29
C1 0.90462 0.30284 0.38511  0.50
O3 1.29622 0.07232 1.93654  -0.64
N1 1.60147 0.49494 -0.63635  -0.32
F2 0.72338 0.34691 -1.80102  -0.22

Its energy above the lowest of the compared OMol25 structures with the same formula, charge and spin is 223.0 kJ/mol. As for the HOMO energy: -5.160 eV. Its charge is -1.

[2]
A cluster of 2 separate species, CF3IS in total in a non-equilibrium geometry, computed with ωB97M-V/def2-TZVPD.

Each line ends with the Mulliken charge.
Atoms and positions in Å:
C1 -0.90963 -0.02381 -0.17314  0.49
F1 -0.75284 -0.29679 -1.42143  -0.11
F2 -1.11599 1.24773 -0.00723  -0.12
F3 -1.75162 -0.82352 0.45586  -0.12
S1 1.47473 -0.41013 1.38003  -0.24
I1 3.05535 0.30652 -0.23409  0.09

Its energy above the lowest of the compared OMol25 structures with the same formula, charge and spin is 207.1 kJ/mol. As for the HOMO energy (alpha / beta): -8.708 / -8.708 eV. Its charge is 0.

[3]
A structure of composition CF3Mg2NO3S3 in a non-equilibrium geometry, computed with ωB97M-V/def2-TZVPD.

Each line ends with the Mulliken charge.
Atoms and positions in Å:
Mg1 -1.83494 0.51519 -0.23731  0.97
N1 1.11982 -0.87165 -0.57552  -0.59
S1 -0.13387 -1.94967 -1.10848  0.21
O1 -1.15651 -0.76197 -1.65936  -0.65
S2 0.87973 -0.32301 0.92174  1.39
O2 -0.58909 -0.18503 1.24589  -0.61
O3 1.70413 0.95789 1.19791  -0.54
C1 1.42561 -1.63913 2.13336  0.54
F1 0.75265 -2.76009 1.96325  -0.21
F2 2.71511 -1.86078 1.95525  -0.20
F3 1.22036 -1.18050 3.35605  -0.19
Mg2 0.35059 0.57234 -2.12340  0.70
S3 -0.63050 2.53948 -1.04696  -0.83

Its energy above the lowest of the compared OMol25 structures with the same formula, charge and spin is 0.0 kJ/mol. As for the HOMO energy: -7.878 eV. Its charge is 0.

[4]
A cluster of 2 separate species, CF3NO5S in total in a non-equilibrium geometry, computed with ωB97M-V/def2-TZVPD.

Each line ends with the Mulliken charge.
Atoms and positions in Å:
C1 1.71138 -0.70985 0.12182  0.66
N1 -2.57289 0.00906 0.01761  1.24
O1 -2.17729 -0.84181 -0.60723  -0.14
O2 -0.38069 0.73207 0.10843  -0.64
O3 1.34568 1.29186 -1.53319  -0.61
O4 1.71210 1.81321 0.85196  -0.59
O5 -3.41248 0.55134 0.55644  -0.24
F1 1.55570 -1.03089 1.39719  -0.23
F2 2.98421 -0.79909 -0.20596  -0.22
F3 1.00426 -1.55828 -0.61576  -0.24
S1 1.06034 1.03993 -0.15600  1.00

As for the HOMO energy (alpha / beta): -9.967 / -9.967 eV. Its charge is 0.

[5]
A structure of composition CF3O2P in a non-equilibrium geometry, computed with ωB97M-V/def2-TZVPD.

Each line ends with the Mulliken charge.
Atoms and positions in Å:
C1 -1.16782 -0.15699 0.00644  0.88
O1 3.05738 0.17326 0.17102  -0.46
O2 0.68760 -0.40380 0.10653  -0.36
F1 -1.74690 -1.30288 -0.14754  -0.14
F2 -1.21991 0.61627 -0.96173  -0.15
F3 -1.37637 0.38615 1.11656  -0.14
P1 1.76602 0.68800 -0.29129  0.37

Its energy above the lowest of the compared OMol25 structures with the same formula, charge and spin is 169.3 kJ/mol. As for the HOMO energy: -10.067 eV. Its charge is 0.

[6]
A structure of composition CF3O2RuS in a non-equilibrium geometry, computed with ωB97M-V/def2-TZVPD.

Each line ends with the Mulliken spin population.
Atoms and positions in Å:
O1 1.65761 0.47711 0.64709  1.15
Ru1 1.98632 -1.33883 1.04397  3.68
S1 -0.61982 -1.23922 -0.55930  0.81
O2 0.23011 -1.83437 0.66234  0.31
C1 -0.43262 0.59575 -0.31700  -0.03
F1 -2.03219 1.02986 -1.04642  0.07
F2 -0.92175 0.99170 0.87235  0.00
F3 0.13234 1.31800 -1.30304  0.01

The spin multiplicity is 7. As for the HOMO energy (alpha / beta): -14.604 / -16.246 eV. Its charge is +1.

[7]
A structure of composition CF4MnNO2S2 in a non-equilibrium geometry, computed with ωB97M-V/def2-TZVPD.

Each line ends with the Mulliken spin population.
Atoms and positions in Å:
Mn1 -0.93904 -3.00122 0.85784  4.76
F1 2.76066 -0.91765 1.12004  0.00
N1 0.87677 0.62128 0.39348  0.02
S1 1.87659 0.44147 1.68349  0.00
O1 2.80164 1.58521 1.66340  0.00
S2 -0.61002 0.03918 0.38791  0.02
O2 -0.56817 -1.47582 -0.00630  0.17
C1 -1.39687 0.58358 -1.25131  0.02
F2 -2.69896 0.37384 -1.12936  0.00
F3 -1.15551 1.86715 -1.44381  0.00
F4 -0.94709 -0.11701 -2.27540  0.00

Its energy above the lowest of the compared OMol25 structures with the same formula, charge and spin is 245.2 kJ/mol. The spin multiplicity is 6. As for the HOMO energy (alpha / beta): -12.984 / -12.948 eV. Its charge is +1.

[8]
A cluster of 2 separate species, CF4N2 in total in a non-equilibrium geometry, computed with ωB97M-V/def2-TZVPD.

Each line ends with the Mulliken charge.
Atoms and positions in Å:
C1 -0.33204 -0.35608 0.72431  0.63
N1 -0.08860 0.31724 -0.31599  0.52
N2 0.26818 -0.10219 -1.44960  -0.33
F1 -0.67085 0.18682 1.85694  -0.13
F2 -0.07501 -1.60890 0.85929  -0.13
F3 -0.67563 1.94631 -0.15541  -0.45
F4 1.57396 -0.38319 -1.51954  -0.11

Its energy above the lowest of the compared OMol25 structures with the same formula, charge and spin is 91.1 kJ/mol. As for the HOMO energy (alpha / beta): -10.856 / -10.537 eV. Its charge is 0.

[9]
An isolated molecule of CF4S2 in a non-equilibrium geometry, computed with ωB97M-V/def2-TZVPD.

Each line ends with the Mulliken charge.
Atoms and positions in Å:
F1 0.69897 0.68999 -2.18238  -0.22
S1 -0.18705 -0.52226 -1.57666  0.11
C1 0.38997 -0.19382 0.46542  0.48
F2 1.36256 -1.06803 0.69134  -0.18
F3 0.86681 0.99712 0.32040  -0.18
S2 -1.06356 -0.51574 1.47685  0.20
F4 -2.06770 0.61275 0.80503  -0.21

Its energy above the lowest of the compared OMol25 structures with the same formula, charge and spin is 65.3 kJ/mol. As for the HOMO energy: -9.545 eV. Its charge is 0.

[10]
A cluster of 4 separate species, CH10N2O3 in total in a non-equilibrium geometry, computed with ωB97M-V/def2-TZVPD.

Each line ends with the Mulliken charge.
Atoms and positions in Å:
H1 0.44956 0.10936 4.72341  0.21
N1 -0.04055 -0.60303 4.19939  -0.69
C1 -0.57950 -0.21011 3.10903  0.09
N2 -0.47046 -0.94423 1.97546  -0.47
H2 -1.14715 0.72172 2.99509  0.33
H3 -0.59988 -0.45878 1.10218  0.23
H4 0.20433 -1.68743 1.98857  0.29
O1 0.05814 0.37418 -2.98980  -0.71
H5 0.97535 0.13498 -2.76720  0.37
H6 0.14024 0.93967 -3.76405  0.31
O2 2.80809 -0.12846 -2.54273  -0.69
H7 3.22533 -0.74489 -1.93741  0.32
H8 3.21272 0.71687 -2.31612  0.33
O3 -2.16618 1.03625 -1.63691  -0.66
H9 -1.30983 0.85050 -2.06595  0.44
H10 -2.89695 1.04064 -2.25291  0.29

Its energy above the lowest of the compared OMol25 structures with the same formula, charge and spin is 120.8 kJ/mol. As for the HOMO energy: -8.413 eV. Its charge is 0.

no.,E (Ha)
1,-916.4026
2,-1033.4895
3,-2213.0067
4,-1166.6231
5,-829.5239
6,-980.6067
7,-2589.7593
8,-546.8385
9,-1233.8474
10,-379.3017